(1)
Density functional theory data (ωB97M-V/def2-TZVPD) for the molecule C13H15NO at a distorted geometry.

Last column: natural (NBO) charge in e.
Cartesian coordinates (Å):
1 C 1.126 0.516 -0.882  -0.21
2 C -0.632 -0.633 0.360  0.28
3 C 0.682 1.380 0.376  -0.23
4 C -0.101 2.572 -0.223  -0.39
5 C 0.470 1.223 -2.032  -0.42
6 H -3.018 -2.571 -0.574  0.20
7 C -0.349 0.568 1.128  -0.14
8 C 1.200 -1.837 1.498  -0.18
9 H -1.133 2.262 -0.403  0.19
10 H 1.501 1.858 0.943  0.22
11 C 0.644 -0.896 -0.617  -0.28
12 H -0.622 1.101 -2.122  0.21
13 H -0.095 3.421 0.422  0.22
14 H 0.108 3.441 -2.226  0.22
15 O -1.905 -0.870 -0.118  -0.51
16 C -2.069 -2.317 -0.057  -0.27
17 H -1.185 -2.889 -0.551  0.18
18 H -1.221 1.066 1.709  0.26
19 H 2.254 0.616 -0.963  0.22
20 C 0.028 -0.993 1.714  -0.25
21 C 1.517 -1.807 0.219  -0.20
22 H 1.719 -2.314 2.382  0.24
23 N -1.163 -1.681 3.975  -0.34
24 C -0.758 -1.267 2.962  0.29
25 H 0.222 -1.359 -1.563  0.23
26 H 0.705 0.933 -3.083  0.23
27 H 2.332 -2.492 -0.069  0.23
28 H -2.269 -2.592 0.959  0.19
29 C 0.485 2.691 -1.644  -0.39
30 H 1.527 2.870 -1.520  0.18

* energy relative to the best compared isomer or geometry (same formula, charge and spin): 3.5275 eV
* charge: 0
* gap between HOMO and LUMO: 9.687 eV
* SMILES: CO[C@]12[C@@H]3C=C[C@@]1(C#N)[C@H]2[C@@H]1CCC[C@@H]13
* HOMO: -8.83 eV
* E: -17258.2580 eV
* molar mass: 201.3 g mol⁻¹
* largest force on an atom: 4.19 eV/A



(2)
Density functional theory data (ωB97M-V/def2-TZVPD) for a structure of composition C13H15NSZn at a distorted geometry.

Last column: natural (NBO) charge in e.
Cartesian coordinates (Å):
1 C 1.139 -1.831 -1.819  -1.08
2 H -1.839 -0.763 -1.239  0.32
3 C -0.860 -0.762 4.219  -0.30
4 H -0.514 3.099 -0.423  0.19
5 H -0.778 1.360 1.537  0.23
6 H 1.840 -2.295 -1.122  0.18
7 C -1.282 0.221 3.312  -0.22
8 Zn 0.618 -0.017 -1.109  1.53
9 H -0.841 -2.364 -2.458  0.14
10 C 0.822 0.028 2.110  -0.14
11 H 0.726 -2.145 4.749  0.18
12 H -1.050 1.068 -4.261  0.18
13 C -0.594 1.433 -3.344  -0.37
14 H 1.609 1.146 -3.727  0.20
15 H 2.202 -1.450 2.855  0.20
16 S 1.911 0.527 0.914  -0.50
17 C -0.305 -2.094 -1.518  -0.28
18 C 0.984 2.112 -1.779  -0.48
19 H -2.262 0.686 3.427  0.18
20 C -1.282 2.071 -2.268  -0.34
21 C 0.804 1.453 -3.060  -0.39
22 H -1.503 -1.054 5.050  0.18
23 H -0.361 -3.021 -0.907  0.13
24 H 1.937 2.446 -1.371  0.22
25 H -2.351 2.263 -2.228  0.18
26 N -1.014 -1.008 -0.685  -1.23
27 C -0.456 0.617 2.264  -0.23
28 C 1.227 -0.993 3.010  -0.26
29 C -0.321 2.505 -1.314  -0.35
30 C 0.394 -1.372 4.054  -0.23
31 H 1.402 -1.864 -2.871  0.17

* energy relative to the best compared isomer or geometry (same formula, charge and spin): 0.0000 eV
* charge: -2
* gap between HOMO and LUMO: 4.853 eV
* HOMO: 0.54 eV
* E: -74464.8826 eV
* molar mass: 282.7 g mol⁻¹
* largest force on an atom: 2.49 eV/A



(3)
Density functional theory data (ωB97M-V/def2-TZVPD) for a cluster of 2 separate species, C13H15NSi in total at a distorted geometry.

Last column: natural (NBO) charge in e.
Cartesian coordinates (Å):
1 C -2.209 -1.414 -0.208  -0.28
2 C -4.548 -1.215 0.184  -0.23
3 C -4.416 0.121 0.433  -0.22
4 H 0.871 2.046 2.415  0.25
5 H -0.450 2.914 1.303  0.26
6 C 1.924 -0.201 -0.109  -0.54
7 H 3.173 -2.077 -2.650  0.22
8 H -3.230 1.844 0.159  0.19
9 C -2.053 -0.007 -0.163  -0.19
10 H 1.731 -0.893 1.916  0.22
11 H -5.456 -1.730 0.274  0.20
12 C 2.318 -0.992 1.034  -0.19
13 H 1.697 1.858 -2.150  0.38
14 H 3.824 -3.482 -0.660  0.21
15 C 2.223 -0.671 -1.387  -0.18
16 C 3.385 -2.559 -0.494  -0.17
17 H 2.150 -0.053 -2.249  0.20
18 C -3.091 0.724 0.288  -0.33
19 C 3.065 -2.088 0.846  -0.20
20 H 1.217 3.628 1.307  0.25
21 H -3.445 -3.038 -0.239  0.20
22 C -3.427 -1.983 -0.150  -0.23
23 H -5.290 0.704 0.507  0.20
24 H 0.598 3.005 -1.717  0.41
25 Si 0.937 1.378 -0.031  1.77
26 H -1.397 -2.119 -0.438  0.20
27 C 2.960 -1.805 -1.565  -0.21
28 H 3.091 -2.773 1.657  0.22
29 N 1.216 2.268 -1.460  -1.28
30 C 0.626 2.700 1.375  -1.12

* energy relative to the best compared isomer or geometry (same formula, charge and spin): 3.7110 eV
* charge: 0
* gap between HOMO and LUMO (spin up / spin down): 6.497 / 6.462 eV
* HOMO (spin up / spin down): -6.79 / -6.76 eV
* E: -23087.8994 eV
* molar mass: 213.4 g mol⁻¹
* largest force on an atom: 4.26 eV/A



(4)
Density functional theory data (ωB97M-V/def2-TZVPD) for the molecule C13H15PS at a distorted geometry.

Last column: natural (NBO) charge in e.
Cartesian coordinates (Å):
1 C 3.236 -2.700 -2.253  -0.21
2 C -1.332 0.026 0.422  -0.09
3 H 2.852 -3.626 0.976  0.21
4 P 1.031 0.468 -1.008  1.01
5 H -3.796 1.323 0.827  0.20
6 H 0.661 2.208 2.290  0.21
7 C 1.386 1.371 0.526  -0.57
8 C 3.319 -3.473 -1.107  -0.20
9 H -3.505 2.303 -0.621  0.22
10 H -1.202 -0.996 0.734  0.21
11 C -2.387 0.424 -0.551  -0.49
12 C 2.059 -1.020 -1.015  -0.41
13 C 0.439 1.590 1.429  -0.10
14 C 2.149 -1.789 0.140  -0.14
15 H 2.366 1.823 0.605  0.24
16 C -1.873 2.315 0.833  -0.39
17 H -1.286 2.887 0.113  0.22
18 H 3.796 -4.442 -1.139  0.21
19 C 2.782 -3.014 0.089  -0.23
20 C -1.005 1.143 1.357  -0.36
21 H -3.083 -0.386 -0.774  0.22
22 C 2.593 -1.476 -2.212  -0.19
23 H -2.196 2.979 1.632  0.22
24 H -1.305 0.872 2.381  0.23
25 H -1.938 0.741 -1.500  0.24
26 H 1.719 -1.415 1.060  0.21
27 S 1.141 1.574 -2.605  -0.53
28 H 2.497 -0.864 -3.098  0.24
29 H 3.652 -3.055 -3.184  0.22
30 C -3.040 1.643 0.109  -0.39

* energy relative to the best compared isomer or geometry (same formula, charge and spin): 0.0000 eV
* charge: 0
* gap between HOMO and LUMO (spin up / spin down): 7.250 / 6.910 eV
* HOMO (spin up / spin down): -7.41 / -7.64 eV
* E: -33846.7658 eV
* molar mass: 234.3 g mol⁻¹
* largest force on an atom: 2.36 eV/A



(5)
Density functional theory data (ωB97M-V/def2-TZVPD) for a structure of composition C13H16CaN4O5P.

Last column: natural (NBO) charge in e.
Cartesian coordinates (Å):
1 C 1.254 -1.090 5.356  -0.07
2 H 3.428 -2.310 -0.527  0.24
3 H 1.663 -0.104 5.570  0.22
4 C -1.096 -1.960 2.842  -0.55
5 H -1.833 -2.338 5.368  0.22
6 N -0.408 -2.808 3.866  -0.38
7 C -0.748 -2.346 5.277  -0.05
8 H 4.465 1.870 -0.986  0.27
9 O -0.448 -1.221 -0.035  -0.90
10 H -0.325 -3.078 5.964  0.23
11 O 5.419 -0.546 -1.058  -0.63
12 C 1.847 2.792 -0.514  0.74
13 C -0.827 0.011 4.751  -0.51
14 O 0.591 2.813 -0.168  -0.94
15 H 5.573 -1.496 -1.065  0.49
16 H -0.718 -3.772 3.735  0.44
17 C 1.120 -2.777 3.690  -0.07
18 N -0.197 -1.056 5.526  -0.43
19 H -2.170 -2.007 3.027  0.24
20 H -0.889 -2.371 1.854  0.31
21 H -1.899 0.030 4.956  0.24
22 C 3.746 1.076 -0.844  -0.26
23 H 1.319 -3.054 2.656  0.28
24 C 0.720 -1.761 0.012  0.76
25 O 0.974 -2.858 0.510  -0.69
26 Ca -0.671 1.045 -0.013  1.83
27 H 1.516 -3.522 4.380  0.22
28 C 2.417 1.372 -0.644  0.12
29 H -0.422 0.971 5.074  0.25
30 C 3.168 -1.261 -0.599  -0.30
31 P -0.558 -0.182 2.906  0.67
32 C 1.284 -0.478 3.009  -0.52
33 O 2.581 3.731 -0.713  -0.59
34 N 1.635 -1.488 4.005  -0.43
35 N 1.502 0.417 -0.473  -0.61
36 H 1.771 0.464 3.268  0.25
37 C 4.127 -0.266 -0.844  0.37
38 H 1.669 -0.780 2.036  0.26
39 H 1.676 -1.801 6.068  0.22
40 C 1.863 -0.866 -0.431  0.10

* energy relative to the best compared isomer or geometry (same formula, charge and spin): 0.0138 eV
* charge: +1
* gap between HOMO and LUMO: 8.603 eV
* HOMO: -11.80 eV
* E: -57663.5274 eV
* molar mass: 379.3 g mol⁻¹
* largest force on an atom: 0.45 eV/A



(6)
Density functional theory data (ωB97M-V/def2-TZVPD) for the molecule C13H16ClNO2S.

Last column: natural (NBO) charge in e.
Cartesian coordinates (Å):
1 C -1.149 1.557 -1.568  -0.25
2 O 0.104 -0.840 -2.380  -0.63
3 H -2.915 3.931 -4.578  0.17
4 H -0.171 -2.849 -0.824  0.25
5 C -2.402 1.953 -2.377  0.10
6 C 1.380 -1.141 1.004  -0.24
7 H -0.564 -1.523 3.742  0.22
8 H -0.277 1.525 -2.224  0.23
9 C 2.556 -0.755 1.624  -0.20
10 C -1.711 2.115 -4.643  -0.44
11 C 0.316 -1.304 3.157  -0.22
12 H -3.530 1.115 -4.025  0.21
13 H -2.057 0.201 -3.637  0.23
14 N -1.283 0.255 -0.966  -0.62
15 H -1.205 4.202 -4.169  0.18
16 H 1.534 -0.829 4.850  0.23
17 S -1.301 -1.920 1.097  0.26
18 H -1.897 -2.546 -1.081  0.26
19 H -2.014 2.014 -5.683  0.22
20 C 1.487 -0.917 3.776  -0.21
21 Cl 4.078 -0.161 3.771  0.01
22 H -1.910 0.155 -0.180  0.41
23 C -2.490 1.196 -3.705  -0.43
24 H -0.985 2.308 -0.790  0.21
25 H 1.362 -1.214 -0.071  0.23
26 H -0.643 1.911 -4.569  0.21
27 H -3.287 1.797 -1.746  0.18
28 C -0.973 -2.125 -0.679  -0.63
29 C 2.607 -0.645 3.003  -0.05
30 H 3.430 -0.540 1.030  0.23
31 C -0.654 -0.836 -1.431  0.66
32 O -2.345 3.330 -2.703  -0.53
33 C -2.037 3.499 -4.080  -0.07
34 C 0.257 -1.419 1.770  -0.17

* energy relative to the best compared isomer or geometry (same formula, charge and spin): 0.0000 eV
* charge: 0
* gap between HOMO and LUMO: 8.983 eV
* SMILES: O=C(CSc1ccc(Cl)cc1)NC[C@@H]1CCCO1
* HOMO: -8.45 eV
* E: -42684.0064 eV
* molar mass: 285.8 g mol⁻¹
* largest force on an atom: 0.52 eV/A



(7)
Density functional theory data (ωB97M-V/def2-TZVPD) for a structure of composition C13H16EuNO at a distorted geometry.

Last column: natural (NBO) charge in e.
Cartesian coordinates (Å):
1 C -1.640 -4.603 -0.376  -0.22
2 H -0.173 2.275 1.925  0.28
3 H 3.276 -1.088 -0.983  0.24
4 H -1.725 -0.955 2.058  0.50
5 H -3.735 -5.165 -0.089  0.27
6 C -0.720 -3.561 -0.378  0.07
7 C -2.415 -2.132 0.241  0.18
8 C -0.141 2.095 0.828  -0.35
9 C -2.857 -0.723 0.597  -0.13
10 H -3.823 -0.667 1.097  0.25
11 C 2.861 -1.423 1.082  -0.39
12 C 1.040 2.087 0.015  -0.33
13 H 2.428 -2.084 1.843  0.23
14 H -4.417 -2.861 0.483  0.26
15 H -1.335 -5.618 -0.613  0.27
16 H 2.071 2.227 0.378  0.27
17 C -1.255 1.770 -0.024  -0.32
18 H 1.339 1.671 -2.193  0.28
19 O -1.846 -0.172 1.503  -0.71
20 H -2.296 1.603 0.298  0.26
21 H 2.342 -2.657 -0.579  0.22
22 H -1.372 1.360 -2.278  0.28
23 H -2.896 -0.208 -0.341  0.22
24 C 2.813 -1.733 -0.226  -0.42
25 C 0.654 1.786 -1.336  -0.34
26 H 3.363 -0.516 1.438  0.24
27 C -3.384 -3.107 0.241  -0.21
28 Eu 0.111 -0.270 0.045  1.93
29 H 0.340 -3.732 -0.626  0.22
30 C -0.769 1.609 -1.376  -0.36
31 N -1.121 -2.314 -0.060  -0.63
32 C -2.981 -4.385 -0.082  -0.08

* 2S+1: 7
* charge: +2
* gap between HOMO and LUMO (spin up / spin down): 7.401 / 9.004 eV
* HOMO (spin up / spin down): -16.42 / -16.37 eV
* E: -36589.6606 eV
* molar mass: 354.2 g mol⁻¹
* largest force on an atom: 1.50 eV/A